# 1
ORCA calculation (ωB97M-V with the def2-TZVPD basis set) on C4H6F3IO in the gas phase.

Values from the calculation:
2S+1: 3
Calculated total energy (eV): -22541.534
Gap between HOMO and LUMO (spin up / spin down) (eV): 6.49 / 6.54
HOMO energy (spin up / spin down) (Eh): -0.221 / -0.372
LUMO (spin up / spin down) (eV): 0.480 / -3.588

The geometry in XYZ format:
```
15
Properties=species:S:1:pos:R:3:nbo_charge:R:1
C -0.591 -0.562 0.381 -0.612
C 0.783 0.076 0.189 -0.462
C 0.682 1.546 -0.464 -0.003
C 0.624 2.568 0.644 0.899
O -0.337 1.876 -1.326 -0.708
F 1.435 2.273 1.621 -0.324
F 0.897 3.852 0.345 -0.336
F -0.557 2.611 1.201 -0.324
I 2.710 2.105 -1.370 0.319
H -1.235 0.272 0.718 0.232
H -0.731 -1.046 -0.629 0.193
H -0.543 -1.413 0.958 0.214
H 1.458 -0.689 -0.227 0.203
H 1.132 0.247 1.178 0.227
H -0.389 1.179 -2.020 0.482
```


# 2
ORCA calculation (ωB97M-V with the def2-TZVPD basis set) on C4H6F3NO2 in the gas phase.

Values from the calculation:
Relative energy (zero: lowest compared OMol25 entry of this formula, charge and spin) (kcal/mol): 19.7
Calculated total energy (eV): -17981.891
Gap between HOMO and LUMO (eV): 10.56
HOMO energy (Eh): -0.359
LUMO (eV): 0.782
SMILES: O[C@@]1(C(F)(F)F)CNCO1

The geometry in XYZ format:
```
16
Properties=species:S:1:pos:R:3:nbo_charge:R:1
C -0.726 -0.388 1.109 -0.223
C -1.512 -0.118 -1.099 0.085
C 0.481 0.492 0.092 0.426
C 1.881 -0.184 -0.004 0.929
N -1.568 -0.965 0.055 -0.630
O -0.156 0.397 -1.184 -0.549
O 0.506 1.757 0.593 -0.738
F 1.730 -1.451 -0.440 -0.329
F 2.765 0.456 -0.824 -0.323
F 2.340 -0.290 1.212 -0.309
H -0.315 -1.093 1.819 0.217
H -1.194 0.426 1.647 0.208
H -1.712 -0.444 -2.106 0.207
H -2.291 0.799 -0.974 0.150
H -1.250 -1.894 -0.158 0.371
H 1.019 2.500 0.262 0.507
```


# 3
ORCA calculation (ωB97M-V with the def2-TZVPD basis set) on 2 unconnected molecules or ions with the total composition C4H6FN.

Values from the calculation:
Relative energy (zero: lowest compared OMol25 entry of this formula, charge and spin) (kcal/mol): 61.0
Calculated total energy (eV): -8449.687
Gap between HOMO and LUMO (eV): 10.05
HOMO energy (Eh): -0.350
LUMO (eV): 0.517

The geometry in XYZ format:
```
12
Properties=species:S:1:pos:R:3:nbo_charge:R:1
C 0.561 -0.682 1.406 0.198
C -0.521 1.511 0.265 -0.566
C -0.240 -1.079 -0.941 -0.659
C 0.516 -0.340 0.014 0.350
N 0.731 -1.104 2.461 -0.278
F 1.680 0.217 -0.468 -0.336
H -0.469 1.983 -0.767 0.203
H -1.485 1.421 0.576 0.184
H 0.225 1.844 0.972 0.207
H 0.056 -2.181 -0.893 0.218
H 0.161 -0.700 -1.829 0.243
H -1.215 -0.888 -0.796 0.236
```


# 4
ORCA calculation (ωB97M-V with the def2-TZVPD basis set) on a molecular structure, C4H6FN3.

Values from the calculation:
Relative energy (zero: lowest compared OMol25 entry of this formula, charge and spin) (kcal/mol): 156.3
Calculated total energy (eV): -11425.915
Gap between HOMO and LUMO (eV): 9.65
HOMO energy (Eh): -0.331
LUMO (eV): 0.650

The geometry in XYZ format:
```
14
Properties=species:S:1:pos:R:3:nbo_charge:R:1
C 0.415 1.523 0.165 0.040
C 0.735 0.039 -0.044 -0.224
C -2.020 -0.774 -0.459 -0.193
C 2.111 -0.394 -0.108 0.260
H 1.105 2.215 -0.433 0.202
H 0.792 1.670 1.160 0.182
H 0.349 -0.433 -1.110 0.269
H 0.435 -1.247 1.654 0.399
H -2.098 0.721 -0.731 0.293
H -2.831 -1.851 -0.886 0.214
N -0.083 -0.876 0.757 -0.515
N -1.200 -1.572 0.208 -0.292
N 3.269 -0.659 -0.256 -0.291
F -0.978 1.637 0.082 -0.343
```


# 5
ORCA calculation (ωB97M-V with the def2-TZVPD basis set) on a molecular structure, C4H6FNO.

Values from the calculation:
Relative energy (zero: lowest compared OMol25 entry of this formula, charge and spin) (kcal/mol): 85.2
Calculated total energy (eV): -10496.457
Gap between HOMO and LUMO (eV): 9.38
HOMO energy (Eh): -0.353
LUMO (eV): -0.233

The geometry in XYZ format:
```
13
Properties=species:S:1:pos:R:3:nbo_charge:R:1
C 2.693 -0.307 0.595 -0.374
C 1.541 -0.121 -0.095 0.290
C 0.221 0.040 0.509 0.547
C -2.198 0.297 -0.896 -0.262
N -0.191 -0.125 1.650 -0.622
O -0.826 0.437 -0.977 -0.617
F 1.546 -0.306 -1.432 -0.296
H 3.666 -0.286 0.082 0.222
H 2.709 -0.536 1.582 0.214
H -2.597 -0.796 -1.091 0.146
H -2.605 0.776 -1.759 0.194
H -2.808 0.731 -0.072 0.155
H -1.150 0.196 1.905 0.404
```


# 6
ORCA calculation (ωB97M-V with the def2-TZVPD basis set) on 2 unconnected molecules or ions with the total composition C4H6FNO.

Values from the calculation:
Relative energy (zero: lowest compared OMol25 entry of this formula, charge and spin) (kcal/mol): 106.7
Calculated total energy (eV): -10495.525
Gap between HOMO and LUMO (spin up / spin down) (eV): 8.59 / 8.59
HOMO energy (spin up / spin down) (Eh): -0.338 / -0.338
LUMO (spin up / spin down) (eV): -0.609 / -0.610

The geometry in XYZ format:
```
13
Properties=species:S:1:pos:R:3:nbo_charge:R:1
C 1.047 0.271 2.238 0.462
C -0.676 -0.337 -0.778 -0.492
C 0.726 -0.799 -1.218 -0.481
C 0.381 0.543 -0.962 0.669
N 1.252 0.895 1.087 -0.746
O 0.373 -0.772 2.299 -0.679
F 0.469 1.663 -1.757 -0.300
H 1.715 0.433 2.992 0.123
H -1.542 -0.318 -1.496 0.242
H -1.035 -0.615 0.196 0.301
H 1.265 -1.348 -0.508 0.272
H 1.048 -1.098 -2.223 0.243
H 1.668 1.815 0.847 0.386
```


# 7
ORCA calculation (ωB97M-V with the def2-TZVPD basis set) on C4H6FNO4S in the gas phase.

Values from the calculation:
Calculated total energy (eV): -27472.697
Gap between HOMO and LUMO (eV): 11.26
HOMO energy (Eh): -0.396
LUMO (eV): 0.479
SMILES: C#CCN(COO)S(=O)(=O)F

The geometry in XYZ format:
```
17
Properties=species:S:1:pos:R:3:nbo_charge:R:1
C -2.312 0.019 1.548 -0.201
C -1.543 -0.427 0.750 -0.043
C -0.519 -1.055 -0.085 -0.318
N 0.436 -0.131 -0.727 -0.667
C 1.197 0.701 0.216 0.045
O 2.206 -0.028 0.852 -0.266
O 1.663 -0.605 2.046 -0.450
S -0.205 0.712 -1.984 2.535
O 0.705 1.728 -2.376 -0.905
O -0.626 -0.228 -2.964 -0.909
F -1.490 1.377 -1.425 -0.464
H -3.103 0.304 2.201 0.244
H -1.017 -1.602 -0.885 0.261
H 0.026 -1.792 0.493 0.242
H 1.717 1.485 -0.324 0.236
H 0.577 1.177 0.980 0.194
H 1.913 -1.535 1.953 0.465
```


# 8
ORCA calculation (ωB97M-V with the def2-TZVPD basis set) on C4H6FNOS in the gas phase.

Values from the calculation:
Relative energy (zero: lowest compared OMol25 entry of this formula, charge and spin) (kcal/mol): 33.2
Calculated total energy (eV): -21334.463
Gap between HOMO and LUMO (eV): 9.21
HOMO energy (Eh): -0.317
LUMO (eV): 0.580
SMILES: O[C@@]1(CF)CNC1=S

The geometry in XYZ format:
```
14
Properties=species:S:1:pos:R:3:nbo_charge:R:1
C -0.121 -0.212 0.347 0.135
C -0.866 -1.244 -0.502 0.028
C -0.120 1.284 -0.122 -0.228
C 1.392 -0.135 -0.010 0.087
H -1.371 -0.206 1.747 0.477
H -0.501 -1.257 -1.554 0.182
H -0.665 -2.258 -0.106 0.197
H -0.710 1.506 -1.032 0.202
H -0.382 1.913 0.757 0.206
H 2.034 1.865 -0.545 0.420
N 1.311 1.169 -0.342 -0.573
O -0.420 -0.331 1.714 -0.678
F -2.233 -0.948 -0.418 -0.372
S 2.652 -1.145 0.067 -0.083
```


# 9
ORCA calculation (ωB97M-V with the def2-TZVPD basis set) on 2 unconnected molecules or ions with the total composition C4H6FNSe.

Values from the calculation:
Relative energy (zero: lowest compared OMol25 entry of this formula, charge and spin) (kcal/mol): 26.3
Calculated total energy (eV): -73795.720
Gap between HOMO and LUMO (eV): 8.75
HOMO energy (Eh): -0.313
LUMO (eV): 0.220

The geometry in XYZ format:
```
13
Properties=species:S:1:pos:R:3:nbo_charge:R:1
C 0.465 2.517 -0.728 0.180
C -0.822 -2.183 -0.194 -0.795
C -0.021 0.411 1.164 -0.596
C 0.897 1.164 -0.601 0.110
N -0.089 3.534 -0.811 -0.281
F 0.500 0.369 -1.685 -0.343
Se 0.477 -1.396 1.101 0.336
H -0.202 -2.906 -0.784 0.235
H -1.621 -2.708 0.518 0.234
H -1.243 -1.382 -0.867 0.245
H 0.748 0.736 1.909 0.224
H -1.062 0.803 1.313 0.241
H 1.974 1.041 -0.335 0.210
```


# 10
ORCA calculation (ωB97M-V with the def2-TZVPD basis set) on a molecular structure, C4H6FO4Ru.

Values from the calculation:
2S+1: 6
Calculated total energy (eV): -17711.155
Charge: +2
Gap between HOMO and LUMO (spin up / spin down) (eV): 10.68 / 8.02
HOMO energy (spin up / spin down) (Eh): -0.742 / -0.776
LUMO (spin up / spin down) (eV): -9.512 / -13.105

The geometry in XYZ format:
```
16
Properties=species:S:1:pos:R:3:nbo_charge:R:1
C 1.799 2.028 0.240 -0.280
O 0.734 1.139 -0.157 -0.573
H 2.762 1.550 0.040 0.264
H 1.705 2.966 -0.315 0.252
H 1.656 2.186 1.311 0.235
C 1.017 -0.143 -0.453 0.977
O -2.400 -0.633 0.554 -0.592
C -1.862 -1.727 0.514 0.516
C -0.603 -1.950 -0.272 -0.213
O -0.203 -0.664 -0.728 -0.580
O 2.049 -0.718 -0.389 -0.416
F -2.286 2.567 -0.367 -0.436
H -2.300 -2.595 1.033 0.248
H 0.168 -2.407 0.365 0.301
H -0.794 -2.619 -1.122 0.308
Ru -1.443 1.020 -0.255 1.989
```


# 11
ORCA calculation (ωB97M-V with the def2-TZVPD basis set) on a molecular structure, C4H6FO4Sr.

Values from the calculation:
Calculated total energy (eV): -15982.131
Charge: +1
Gap between HOMO and LUMO (eV): 9.19
HOMO energy (Eh): -0.536
LUMO (eV): -5.389

The geometry in XYZ format:
```
16
Properties=species:S:1:pos:R:3:mulliken_charge:R:1
C 1.509 1.586 0.723 -0.741
O 0.563 0.895 -0.116 -0.353
H 2.471 1.065 0.692 0.310
H 1.607 2.619 0.379 0.276
H 1.080 1.560 1.728 0.291
C 1.075 -0.180 -0.995 0.625
O -2.222 -0.464 0.387 -0.719
C -1.376 -1.307 0.706 0.268
C -0.489 -1.904 -0.355 -0.410
O -0.107 -0.782 -1.176 -0.388
O 2.156 -0.645 -1.048 -0.377
F -2.554 3.132 -0.965 -0.876
H -1.380 -1.796 1.693 0.399
H 0.405 -2.335 0.116 0.368
H -0.972 -2.699 -0.935 0.351
Sr -1.768 1.255 -0.834 1.976
```


# 12
ORCA calculation (ωB97M-V with the def2-TZVPD basis set) on a molecular structure, C4H6HgO.

Values from the calculation:
2S+1: 2
Relative energy (zero: lowest compared OMol25 entry of this formula, charge and spin) (kcal/mol): 52.5
Calculated total energy (eV): -10462.015
Charge: -1
Gap between HOMO and LUMO (spin up / spin down) (eV): 6.48 / 4.78
HOMO energy (spin up / spin down) (Eh): -0.090 / -0.089
LUMO (spin up / spin down) (eV): 4.026 / 2.343

The geometry in XYZ format:
```
12
Properties=species:S:1:pos:R:3:nbo_charge:R:1
C -3.086 -0.558 0.744 -0.339
C -2.330 -0.005 -0.231 -0.183
C -0.834 -0.197 -0.326 -0.511
C 0.022 0.998 0.133 -0.011
O 1.339 0.661 0.377 -1.071
Hg 2.288 -1.160 0.157 0.002
H -2.968 0.935 0.510 0.287
H -2.507 -1.198 1.453 0.186
H -0.538 -0.424 -1.371 0.214
H -0.531 -1.083 0.278 0.207
H -0.477 1.417 1.039 0.103
H -0.073 1.796 -0.641 0.117
```


no.,largest force on an atom (eV Å⁻¹)
1,3.8
2,3.6
3,6.5
4,5.8
5,4.1
6,4.9
7,2.6
8,1.2
9,3.2
10,3.6
11,4.9
12,3.7